# 1
ORCA calculation (the ωB97M-V functional and the def2-TZVPD basis) on an isolated molecule of C4H7NO4S in a non-equilibrium geometry.

Geometry as ORCA input:
```
! RIJCOSX wB97M-V def2-TZVPD def2/J DEFGRID3
* xyz 0 1
H -0.04607 -2.04350 0.83373
H 0.57166 1.63040 -1.63790
C -1.29830 -0.24784 0.30300
H -0.92959 -0.93368 -1.52524
O 1.49827 -1.42847 -1.14131
H 0.09745 -0.60204 1.88807
C -1.00806 1.20458 0.11270
S 1.39988 -0.47849 -0.09214
O -1.51991 2.24074 0.33175
H -2.28174 -1.55468 -0.81782
H 2.23194 1.45826 0.62364
C -0.10433 -0.95267 0.88285
O 1.85714 2.10231 -0.01197
O 2.44620 -0.29806 0.89845
H -2.23779 -0.52762 0.97237
N -1.69970 -0.80575 -1.00677
C 1.02294 1.23650 -0.61342
*
```

## Properties
Relative energy (zero: lowest compared OMol25 entry of this formula, charge and spin) in eV: 3.4074
HOMO energy in eV: -8.444

# 2
ORCA calculation (the ωB97M-V functional and the def2-TZVPD basis) on a structure of composition C40H37BN12O2STeW in a non-equilibrium geometry.

Geometry as ORCA input:
```
! RIJCOSX wB97M-V def2-TZVPD def2/J DEFGRID3
* xyz 3 2
H 4.16883 3.48112 -1.93210
C -3.88093 2.33528 2.04548
H -0.67795 -6.10021 -4.91128
H -3.95172 -0.64605 0.86324
H -1.57113 8.02223 -1.95926
H -1.88010 -4.75241 -2.87433
C 2.96813 1.21499 -4.16656
C -0.84138 -4.83851 -3.12321
H 2.32673 -4.88851 -0.77278
C -0.22883 -5.49597 -4.15014
C 0.36931 2.38528 6.06294
H 0.42954 3.34251 6.55506
C -1.59260 7.26707 -1.19620
H -2.31682 1.69933 -0.86846
H -4.09427 3.09877 0.06181
H -4.71883 2.85638 2.47925
H 0.53221 2.82404 -3.94117
C 2.23043 -3.99984 -0.18084
N 1.53477 1.78841 2.04585
C 2.26852 -5.69863 -4.83614
C 3.03073 -3.51860 0.83837
H -2.28414 6.06770 1.83223
C 3.53393 2.67092 -2.25449
C -3.10024 1.43499 2.84027
C 0.05073 1.25052 6.80065
C 0.17127 -0.09731 4.82179
H 3.25620 2.85945 0.55638
H 3.21940 -5.58108 -4.32636
C 2.59786 2.17048 0.03661
C 1.15973 -5.23351 -3.98149
C 2.46867 -2.30359 1.21730
H 2.99366 -0.31799 1.82607
H 4.04986 -1.60326 2.41658
S -0.92555 5.73833 -1.50572
C 2.73740 1.99496 -1.38034
H -3.94352 -4.46505 0.84778
N -0.07313 0.72092 -1.29722
C 0.80870 0.90858 2.66914
C 0.52090 1.03993 4.07655
N -0.05362 -1.71534 -1.89242
H 0.84401 3.16059 4.11440
N 1.67507 1.52927 0.70632
H 2.86982 -0.68667 -3.17936
C -2.19790 0.60334 2.21835
C -2.00528 -4.31191 -0.18150
H 3.90044 -3.98530 1.25457
N -1.85197 0.65786 0.89210
C -2.37772 1.79131 0.21497
N 1.24601 -3.12639 -0.39446
C -3.55126 2.45334 0.73613
H -1.76239 -5.29106 -0.54581
H 2.29559 -5.12632 -5.76527
H -1.10818 2.28369 -3.58762
H -2.58707 8.25209 0.44765
H 4.08714 2.98247 -4.31389
N 1.35005 -2.06973 0.47771
B 0.01903 -3.17483 -1.32854
H 3.06711 0.96316 -5.21098
C -3.93977 -1.62754 1.33331
N 1.34328 -4.46279 -2.92449
H 2.11852 -6.73966 -5.11468
H -3.82003 -1.52048 2.41170
C 2.26750 0.22042 -3.28908
H -0.19632 3.22263 -2.38092
C -1.34570 5.17596 0.10344
C 3.01524 -1.34115 2.20915
N -1.19379 -3.27241 -0.38349
H -4.91597 -2.08496 1.17351
C -2.90790 -2.51989 0.74306
N -1.69746 -2.13876 0.23016
H -1.76248 -0.21654 2.79708
C -1.96226 6.18670 0.81211
C -0.04884 0.01007 6.17822
C 0.43717 1.18546 -2.58253
W -0.12454 -0.41706 0.22996
C 3.54075 2.32147 -3.65715
H 0.59713 -2.18749 -3.78010
N 0.12818 -4.22186 -2.37647
C -2.11588 7.36178 0.07075
C 0.36642 -1.40128 -3.05498
H -0.11695 1.33153 7.86267
H 2.47191 -1.38102 3.15440
O 1.26510 0.07157 -1.05939
C -0.12305 2.45517 -3.15584
C -3.24661 1.30797 4.24462
C 1.87157 0.97363 -2.02820
H 0.40779 0.10292 -4.57837
C 0.61252 2.28893 4.70821
O 0.35713 -0.16803 1.98506
C -3.10471 -3.88141 0.52910
H -0.29432 -0.86606 6.75770
Te -0.65099 3.30974 0.78073
H 0.10313 -1.05540 4.31838
C 0.73106 -0.02540 -3.54713
N -3.27206 1.18198 5.38190
*
```

## Properties
Relative energy (zero: lowest compared OMol25 entry of this formula, charge and spin) in eV: 9.7909
HOMO energy (spin up / spin down) in eV: -15.162 / -15.171

# 3
ORCA calculation (the ωB97M-V functional and the def2-TZVPD basis) on an isolated molecule of C2H2ClNO in a non-equilibrium geometry.

Geometry as ORCA input:
```
! RIJCOSX wB97M-V def2-TZVPD def2/J DEFGRID3
* xyz 0 1
C 0.08033 0.40854 -1.31333
O -0.59486 0.59691 -2.24114
C -0.18911 -0.04341 1.23839
H 1.72136 0.19111 -0.03978
H -1.11133 0.41313 1.28186
Cl -0.54348 -1.75124 1.29749
N 0.63710 0.18496 -0.22350
*
```

## Properties
Relative energy (zero: lowest compared OMol25 entry of this formula, charge and spin) in eV: 2.9757
HOMO energy (spin up / spin down) in eV: -7.540 / -7.540

# 4
ORCA calculation (the ωB97M-V functional and the def2-TZVPD basis) on an isolated molecule of C4H9N3 in a non-equilibrium geometry.

Geometry as ORCA input:
```
! RIJCOSX wB97M-V def2-TZVPD def2/J DEFGRID3
* xyz 0 1
H 1.87778 -1.45717 -0.70520
N -0.48015 -1.98866 0.02827
H 0.74917 -0.35035 1.76512
H 0.06668 1.83741 2.21237
C -0.43988 -0.74784 -0.19390
H -2.13149 0.50495 -0.52740
C 1.37406 0.37253 -0.18817
C 0.40438 0.26630 0.93210
H -2.03847 -0.91994 -1.56916
C -1.45669 -0.13063 -1.10052
H -0.96950 0.46265 -1.87272
H 0.20638 -2.34534 0.68895
N 1.99962 -0.47300 -0.94531
H -0.45620 2.10480 0.59395
N -0.25875 1.44780 1.33756
H 1.55306 1.41649 -0.45594
*
```

## Properties
Relative energy (zero: lowest compared OMol25 entry of this formula, charge and spin) in eV: 2.6782
HOMO energy in eV: -8.449
SMILES: [H]/N=C\[C@@H](N)/C(C)=N\[H]

Question: Among the records above, which one has the highest relative energy (zero: lowest compared OMol25 entry of this formula, charge and spin)?
Answer: C40H37BN12O2STeW

Question: The highest relative energy (zero: lowest compared OMol25 entry of this formula, charge and spin) belongs to which entry?
Answer: C40H37BN12O2STeW